1.
C50H51BrF3N4O6TeTi as an isolated structure, computed with the ωB97M-V functional and the def2-TZVPD basis.

Calculated values
ΔE to the lowest compared entry with this formula, charge and spin: 0.00 kJ/mol
E_HOMO (alpha / beta): -7.33 / -7.89 eV
Orbital gap (alpha / beta): 7.70 / 6.75 eV
Max |F|: 0.0092 Eh/bohr
Spin multiplicity: 2
Energy: -6597.5474 a.u.

Last column: Mulliken charge in e.
Cartesian coordinates (Å):
Ti -0.13049 -0.29435 0.21007  -1.027
C -3.13949 -4.44881 6.23459  -1.018
O -2.58065 -3.35709 5.52291  -0.319
C -2.89622 -2.10615 5.94411  0.548
C -3.76997 -1.80963 6.97676  -0.555
C -4.00826 -0.48055 7.31861  -0.767
C -3.36673 0.54365 6.65000  -1.094
C -2.47023 0.24453 5.62895  0.442
C -2.25110 -1.06953 5.25275  -0.509
N -1.34505 -1.41716 4.23147  0.405
C -1.37503 -0.96539 2.94632  -0.884
N -2.31674 -0.03965 2.61914  1.073
C -2.95067 -0.04132 1.34135  -0.185
C -2.30315 -0.39225 0.16975  0.736
C -3.08906 -0.42933 -0.99277  -0.584
C -4.42311 -0.07387 -0.98862  -1.557
C -5.04212 0.33664 0.19402  -0.430
C -4.30354 0.34257 1.35779  0.865
O -4.79536 0.69452 2.58558  -0.360
C -6.10789 1.21902 2.63078  -1.014
N -0.57205 -1.39439 2.02198  0.598
C 0.25264 -2.52597 2.16985  -0.626
C 1.07472 -2.83972 3.23926  0.177
C 1.83373 -4.00814 3.20744  -1.273
C 1.78501 -4.84033 2.10597  -0.674
C 1.01726 -4.50287 0.99183  -0.742
C 0.28255 -3.33683 1.02479  0.362
O -0.41236 -2.80368 -0.02375  0.415
C -0.47209 -3.52999 -1.24684  -1.091
H -2.72631 -5.34431 5.78078  0.240
H -4.22786 -4.46060 6.14090  0.385
H -2.86196 -4.41157 7.29033  0.397
H -4.27227 -2.60139 7.51358  0.419
H -4.69386 -0.25800 8.12587  0.390
H -3.53733 1.57458 6.92885  0.435
H -1.92013 1.03080 5.12445  0.553
H -0.84935 -2.28645 4.35959  0.439
H -2.94413 0.22422 3.36368  0.543
H -2.62420 -0.71035 -1.93146  0.474
H -4.99937 -0.09702 -1.90631  0.453
H -6.08439 0.62348 0.19339  0.462
H -6.28187 1.51816 3.66083  0.264
H -6.84624 0.46548 2.34415  0.354
H -6.20386 2.08703 1.97332  0.354
H 1.17347 -2.14144 4.06123  0.517
H 2.48125 -4.24594 4.04101  0.418
H 2.37813 -5.74560 2.08307  0.404
H 1.02815 -5.12769 0.11017  0.441
H -1.01054 -2.89223 -1.93995  0.154
H -1.01019 -4.46721 -1.09392  0.362
H 0.52732 -3.71956 -1.63494  0.413
F 2.74587 -1.27664 0.86468  -0.296
C 1.90035 -1.05473 -0.18365  0.471
F 2.13554 -2.08818 -1.03845  -0.294
F 2.42187 0.05169 -0.82390  -0.168
Br 6.13282 4.94469 1.13483  -0.164
C 4.69380 3.76937 1.52015  -0.153
C 3.75906 3.49410 0.53790  -0.863
C 2.71520 2.62824 0.82468  0.341
C 2.62200 2.04437 2.08020  0.686
C 3.56468 2.34154 3.05882  -0.860
C 4.60862 3.20934 2.78603  -0.671
C 1.49469 1.12611 2.43339  -0.804
O 1.30412 0.73273 3.56596  -0.734
O 0.67789 0.85985 1.43623  2.383
H 3.84234 3.95567 -0.43683  0.500
H 1.96391 2.41372 0.07766  0.318
H 3.46617 1.87957 4.03244  0.466
H 5.34594 3.44775 3.53972  0.445
C -0.68532 1.30261 -3.35031  -1.584
C -0.45234 0.81845 -1.95228  0.144
O -0.14911 -0.44736 -1.80567  -0.487
N -0.53647 1.50117 -0.85573  1.180
Te -2.11500 3.10637 -0.38722  0.218
C -3.09755 4.93015 -1.06196  -0.185
C -3.46766 5.90982 -0.13247  1.171
C -3.23387 5.78291 1.34827  -1.212
C -4.09721 7.06480 -0.59641  -1.043
C -4.37257 7.26609 -1.93955  0.466
C -5.01505 8.53830 -2.41936  -1.603
C -4.02994 6.26001 -2.83437  -0.988
C -3.40094 5.09302 -2.41668  1.140
C -3.06446 4.04238 -3.43866  -1.127
C -0.54417 4.15219 0.55277  1.245
C -0.36800 4.02646 1.93278  0.376
C -1.19029 3.12055 2.80959  -1.512
C 0.61501 4.80338 2.54813  -0.689
C 1.41372 5.68011 1.83419  0.254
C 2.47886 6.49583 2.51059  -1.505
C 1.23158 5.75921 0.45696  -0.871
C 0.27049 5.00535 -0.20152  0.875
C 0.15371 5.12325 -1.69537  -1.732
H -0.36150 0.54322 -4.05822  0.461
H -0.14588 2.23223 -3.53036  0.339
H -1.74970 1.49657 -3.49790  0.157
H -3.47614 4.78309 1.71582  -0.031
H -3.85870 6.49345 1.88960  0.497
H -2.19267 5.97850 1.60853  0.235
H -4.38561 7.82575 0.12233  0.385
H -5.51881 9.05798 -1.60435  0.370
H -5.74724 8.34220 -3.20376  0.386
H -4.26752 9.21895 -2.83338  0.294
H -4.26162 6.38209 -3.88797  0.410
H -3.43009 4.33053 -4.42392  0.397
H -3.51298 3.07649 -3.18972  0.158
H -1.98562 3.89033 -3.51170  0.143
H -1.54632 2.23059 2.29751  -0.631
H -2.06228 3.65183 3.20433  0.527
H -0.59305 2.78198 3.65811  0.563
H 0.76443 4.69755 3.61801  0.295
H 2.52476 6.27719 3.57730  0.361
H 2.29360 7.56522 2.38962  0.377
H 3.46082 6.28310 2.08228  0.248
H 1.87399 6.41119 -0.12780  0.427
H 1.05523 5.57400 -2.10979  0.531
H -0.70110 5.73942 -1.98547  0.311
H 0.02712 4.14473 -2.16232  -0.125

2.
C50H51F3N3OP2RuSbTe as an isolated structure in a non-equilibrium geometry, computed with the ωB97M-V functional and the def2-TZVPD basis.

Calculated values
Total charge: +2
E_HOMO (alpha / beta): -11.75 / -12.48 eV
Orbital gap (alpha / beta): 7.14 / 6.07 eV
Max |F|: 0.0414 Eh/bohr
Spin multiplicity: 5
Energy: -3760.3040 a.u.

Last column: Mulliken charge in e.
Cartesian coordinates (Å):
Ru 0.56427 0.19034 0.88960  -0.033
N -2.32035 1.54915 3.92468  -0.267
C -1.52200 0.92455 3.05647  0.009
O -1.18228 1.47573 1.99546  -0.424
C -1.09826 -0.48101 3.39376  -0.580
C 0.26593 -0.84430 2.80128  -1.058
H -2.61888 2.49424 3.74827  0.296
H -2.59854 1.11904 4.78904  0.230
H -1.85515 -1.13381 2.95765  -0.019
H -1.12878 -0.62901 4.47684  0.804
H 0.33167 -1.92495 2.66102  0.427
H 1.05660 -0.56192 3.49858  0.538
Te 2.38894 1.14739 -0.73048  -0.588
F 7.27250 5.53454 2.08981  -0.313
C 6.24279 4.68810 2.04856  0.231
C 5.30724 4.72794 3.06680  -0.817
C 4.22499 3.86508 3.01523  0.013
C 4.08966 2.97525 1.95379  0.458
C 5.05557 2.93689 0.95565  -0.710
C 6.13824 3.80145 0.99354  -0.706
Sb 2.51727 1.50802 2.06500  2.082
C 3.60686 0.20659 3.36300  0.412
C 4.03746 0.73256 4.57642  -0.454
C 4.82947 -0.02805 5.42074  -0.725
C 5.19589 -1.29962 5.01466  0.135
F 5.97383 -2.03227 5.81328  -0.318
C 4.78746 -1.83647 3.80717  -0.576
C 3.98069 -1.07354 2.97757  -0.621
C 1.31887 2.70085 3.39723  0.408
C 0.98384 2.26790 4.67181  -0.243
C 0.31660 3.11968 5.54192  -0.811
C -0.02984 4.38103 5.09726  0.222
F -0.70176 5.19420 5.92009  -0.345
C 0.28146 4.82927 3.82417  -0.746
C 0.96543 3.97727 2.97299  -0.567
H 5.43331 5.42003 3.88829  0.478
H 3.49151 3.90862 3.80804  0.345
H 4.97319 2.23063 0.13958  0.220
H 6.89555 3.78282 0.22190  0.466
H 3.76447 1.73662 4.87324  0.351
H 5.17185 0.35676 6.37160  0.498
H 5.10951 -2.83085 3.52966  0.479
H 3.64733 -1.48176 2.02929  0.370
H 1.26647 1.27932 5.01647  0.407
H 0.07095 2.82225 6.55298  0.481
H 0.01087 5.83586 3.53406  0.496
H 1.25296 4.32206 1.98562  0.524
N -3.02218 2.72657 -3.10477  0.586
C -3.23385 3.18429 -1.69082  -1.030
C -2.16691 2.54816 -0.79420  0.202
N -0.80717 2.80338 -1.23718  0.026
C -0.61045 2.45556 -2.63485  -0.182
C -1.64268 3.07581 -3.57693  -0.960
H -3.71656 3.14449 -3.72365  0.596
H -3.15318 1.70778 -3.15794  -0.645
H -4.23480 2.89794 -1.36987  0.433
H -3.15223 4.27078 -1.67912  0.479
H -2.31801 1.46506 -0.76982  -0.600
H -2.28732 2.90269 0.22719  0.535
H -0.54052 3.76622 -1.06566  0.381
H -0.63897 1.36493 -2.72268  -0.218
H 0.38506 2.77390 -2.94231  0.545
H -1.51385 2.70940 -4.59453  0.469
H -1.55588 4.16203 -3.57646  0.429
C -1.56683 -0.95872 -2.07257  1.288
P -0.42490 -1.33184 -0.64764  1.418
C -1.36889 -2.60133 0.25950  1.187
C -1.10076 -3.96358 0.20886  -0.563
C -1.95262 -4.84927 0.85521  -0.715
C -3.06465 -4.38806 1.54155  -0.886
C -3.34501 -3.02867 1.57646  -0.387
C -2.50094 -2.13980 0.93527  -1.203
C 1.02941 -2.15725 -1.36000  0.968
C 1.83357 -2.86657 -0.46190  -1.104
C 3.02032 -3.43911 -0.88559  -0.875
C 3.43566 -3.27996 -2.20054  -0.820
C 2.66500 -2.54016 -3.08399  -0.867
C 1.47482 -1.96408 -2.66271  -0.654
P -3.01973 -2.09931 -2.46252  0.035
C -2.28049 -3.52493 -3.32627  1.015
C -2.96537 -4.73090 -3.17977  -0.756
C -2.55405 -5.86158 -3.86936  -0.706
C -1.44014 -5.79912 -4.69383  -0.643
C -0.74592 -4.60550 -4.83622  -0.891
C -1.17226 -3.46920 -4.16678  -0.024
C -3.59433 -1.03298 -3.85156  0.090
C -3.56541 -1.39635 -5.19441  -0.369
C -4.09532 -0.55098 -6.16315  -0.769
C -4.66605 0.66008 -5.80563  -0.911
C -4.71296 1.02868 -4.46726  -0.719
C -4.18157 0.18832 -3.50017  -0.707
H -0.97869 -0.76212 -2.96897  0.770
H -2.07987 -0.03718 -1.79611  -2.296
H -0.25103 -4.33813 -0.34547  0.499
H -1.74950 -5.91122 0.80491  0.492
H -3.71411 -5.09260 2.04376  0.430
H -4.22456 -2.66562 2.09235  0.535
H -2.72674 -1.07667 0.93590  0.646
H 1.51773 -2.95286 0.57299  0.547
H 3.62148 -4.01072 -0.19054  0.508
H 4.36700 -3.71637 -2.53526  0.464
H 2.99612 -2.40128 -4.10484  0.546
H 0.92593 -1.34327 -3.35820  0.434
H -3.82716 -4.77236 -2.52409  0.423
H -3.10681 -6.78663 -3.77209  0.443
H -1.12105 -6.67737 -5.23924  0.411
H 0.11676 -4.55460 -5.48833  0.477
H -0.64902 -2.53635 -4.32189  0.616
H -3.14635 -2.34722 -5.49091  0.453
H -4.07456 -0.85044 -7.20277  0.453
H -5.10323 1.30174 -6.55883  0.458
H -5.20668 1.95061 -4.17905  0.777
H -4.28234 0.43938 -2.44431  0.976